1.
92
Properties=species:S:1:pos:R:3 method="wB97M-V/def2-TZVPD" e_above_lowest_kj_mol=0.00 fmax_ev_per_a=3.2 total_charge=+1 homo_energy_ev="-9.91 / -9.91" spin_multiplicity=1 lumo_energy_ev="-6.8 / -6.8"
Sn 8.8939 15.7356 11.6075
Cl 6.1231 16.9312 12.4012
C 7.3001 17.8452 13.2556
C 8.6356 17.5922 12.9898
C 9.5777 18.3643 13.6674
Cl 11.2476 18.1551 13.3379
C 9.2047 19.3391 14.6392
Cl 10.3811 20.2321 15.4842
C 7.8365 19.5658 14.8964
Cl 7.3599 20.6879 16.0542
C 6.8686 18.8128 14.1921
Cl 5.2053 19.0661 14.4912
Br 7.6656 13.1288 13.4591
B 7.9467 11.3423 12.6163
B 8.8828 10.1194 13.5252
C 9.4918 9.2159 12.2745
B 10.8754 11.6604 11.9461
B 9.4600 10.8173 12.0386
B 8.2152 8.5246 13.1585
B 8.3987 8.3995 11.3943
B 7.1019 9.9238 13.3920
Br 5.9556 10.1167 14.9554
B 6.8254 8.6796 12.0862
Br 5.3769 7.3625 12.1080
B 7.1636 9.4458 10.5941
Br 6.4322 8.9899 8.8629
B 7.9632 11.1930 10.8479
Br 7.5792 12.9117 9.8416
B 6.5514 10.5434 11.7776
Br 4.7863 11.3937 11.5770
H 9.4441 10.2851 14.5374
H 10.4613 8.7640 12.4412
H 11.7827 11.3726 12.6482
H 8.6551 10.5366 10.1085
H 8.3631 7.6405 13.9086
H 8.7396 7.4540 10.8061
C 6.8764 14.4255 6.2271
C 8.2139 14.8215 6.2914
C 8.6497 15.7327 7.2677
C 7.7244 16.2431 8.2058
C 6.3857 15.8206 8.1579
C 5.9622 14.9248 7.1684
P 8.1822 17.3807 9.5038
C 7.1562 18.8245 9.2768
C 6.3528 19.0419 8.1369
C 5.6148 20.2338 8.0364
C 5.6532 21.1975 9.0457
C 6.4563 20.9758 10.1703
C 7.2135 19.8107 10.2807
C 9.8214 17.9472 9.0746
C 10.0336 18.9967 8.1574
C 11.3286 19.3694 7.7996
C 12.4302 18.7024 8.3418
C 12.2573 17.6607 9.2529
C 10.9394 17.3024 9.6365
H 6.5522 13.7241 5.4728
H 8.9453 14.4212 5.5909
H 9.6825 16.0493 7.3053
H 5.6823 16.1961 8.8933
H 4.9324 14.5883 7.1525
H 6.3299 18.3145 7.3306
H 5.0101 20.3869 7.1551
H 5.0597 22.0975 8.9688
H 6.5032 21.7122 10.9632
H 7.8478 19.6622 11.1553
H 9.2016 19.5198 7.6912
H 11.4545 20.1931 7.1028
H 13.4245 19.0300 8.0469
H 13.0978 17.1349 9.7034
O 10.8021 16.3101 10.5642
S 11.2031 13.1285 10.8954
C 10.9631 12.5346 9.1658
C 12.3142 12.0176 8.7032
C 13.3619 13.0093 9.2604
C 13.0369 13.1609 10.7450
H 10.6798 13.4125 8.5916
H 10.1475 11.8116 9.1714
H 12.3737 11.9046 7.6195
H 12.4957 11.0151 9.1024
H 13.2917 13.9719 8.7589
H 14.3858 12.6749 9.0861
H 13.3380 14.0903 11.2186
H 13.4322 12.3281 11.3314
C 10.6341 15.3239 15.5057
C 11.1887 14.3708 14.4607
O 10.9949 14.8999 13.1004
H 10.7477 14.8744 16.4870
H 9.5730 15.5179 15.3453
H 11.1682 16.2754 15.5445
H 10.6933 13.4079 14.4730
H 12.2530 14.1507 14.5808
H 11.3885 15.8031 13.0657



2.
11
Properties=species:S:1:pos:R:3 method="wB97M-V/def2-TZVPD" e_above_lowest_kj_mol=180.45 fmax_ev_per_a=1.8 homo_energy_ev=-8.49 spin_multiplicity=1 lumo_energy_ev=0.9
C 1.9622 0.1012 0.1929
C 0.4982 0.3091 -0.1071
N -0.4371 1.0473 0.2170
C -1.7155 0.5357 0.1082
C -1.6654 -0.7360 -0.3889
O -0.4708 -1.2002 -0.6342
H 2.0620 -0.1843 1.2541
H 2.5957 0.9934 0.0240
H 2.3308 -0.7105 -0.4424
H -2.5755 1.1439 0.3607
H -2.5845 -1.2997 -0.5843